C18H32N2 | ωB97M-V with the def2-TZVPD basis set

Calculated values
* relative energy (zero: lowest compared OMol25 entry of this formula, charge and spin): 481.2 kJ/mol
* strongest force on any atom: 0.58 eV Å⁻¹
* LUMO energy: 0.80 eV
* E: -22161.864 eV
* SMILES string: CN(C)C(C)(C)C#CCCCCC#CC(C)(C)N(C)C
* molecular weight: 276.47 g/mol
* gap between HOMO and LUMO: 9.2 eV
* net charge: 0

Element x y z (Å)
C: 0.70972 -1.30095 -5.11759
N: -0.57212 -1.50374 -4.47749
C: -1.09480 -2.81258 -4.79794
C: -0.59865 -1.13939 -3.05658
C: 0.30287 -2.01070 -2.15608
C: -2.04212 -1.18417 -2.52876
C: -0.14846 0.24638 -2.92571
C: 0.21663 1.37577 -2.75775
C: 0.65621 2.72980 -2.48094
C: -0.14707 3.36270 -1.33383
C: -0.32181 2.43645 -0.13073
C: 1.00709 1.96187 0.46542
C: 0.77560 1.09302 1.60334
C: 0.55008 0.33123 2.50212
C: 0.28303 -0.51462 3.66771
C: 1.40665 -1.55589 3.79614
C: -1.03916 -1.26541 3.43912
N: 0.19531 0.27679 4.90970
C: -0.89870 1.22992 4.90495
C: 1.43682 0.94580 5.25092
H: 1.10858 -0.32942 -4.83332
H: 0.56056 -1.31320 -6.19817
H: 1.44957 -2.07778 -4.86728
H: -1.15422 -2.89320 -5.88395
H: -0.46400 -3.63894 -4.43308
H: -2.09807 -2.93030 -4.39793
H: 1.34010 -1.95034 -2.47794
H: -0.01913 -3.04934 -2.18618
H: 0.24249 -1.65692 -1.12928
H: -2.70846 -0.70546 -3.24172
H: -2.36933 -2.20658 -2.35741
H: -2.09816 -0.64852 -1.58350
H: 1.72063 2.70878 -2.22746
H: 0.54235 3.33902 -3.38233
H: -1.14026 3.63005 -1.70228
H: 0.35390 4.28354 -1.02389
H: -0.89931 1.56137 -0.43585
H: -0.89242 2.96113 0.64014
H: 1.57093 1.40088 -0.28447
H: 1.60633 2.82173 0.78216
H: 2.38778 -1.09301 3.73567
H: 1.31073 -2.07778 4.74485
H: 1.33041 -2.27675 2.98560
H: -1.82972 -0.59209 3.11924
H: -1.33756 -1.76246 4.35863
H: -0.90477 -2.01202 2.66003
H: -1.85056 0.70774 4.85058
H: -0.87683 1.78410 5.84256
H: -0.83687 1.94859 4.07376
H: 1.27747 1.52549 6.15934
H: 1.78776 1.62626 4.46038
H: 2.21296 0.21315 5.45712